A cluster of 3 separate species, C5H16N2O in total at a distorted geometry. Source: the OMol25 dataset; level of theory: ωB97M-V/def2-TZVPD.

```
24
Properties=species:S:1:pos:R:3
C 0.4480 -1.3637 0.8096
N 1.1456 -0.8063 -0.3012
C -0.6227 0.6391 -1.3566
C 0.7723 0.5562 -0.6746
C 0.8977 1.3278 0.6221
N -0.1945 1.2086 1.4503
C -0.0768 1.9048 2.6888
H 0.2324 -0.7159 1.6767
H -0.5487 -1.6959 0.4867
H 0.9465 -2.2858 1.1075
H 0.8954 -1.4074 -1.1804
H -1.1681 1.5115 -1.0080
H -1.1541 -0.2799 -1.1303
H -0.5111 0.6638 -2.4354
H 1.5714 0.8044 -1.3765
H -2.6526 -1.9236 -2.8367
H 1.1184 2.3772 0.3664
H 1.8427 0.8879 1.0427
H -0.9922 1.7505 3.2610
H 0.0371 2.9928 2.5999
H 0.7652 1.5453 3.2964
H -3.1312 -2.4898 -2.7881
H 0.4023 -3.0299 -2.2200
O -0.0229 -2.1717 -2.1003
```

Kohn-Sham gap	0.1688	Ha
energy above the lowest of the compared OMol25 structures with the same formula, charge and spin	7.9308	eV

In the natural (NBO) picture, each atom carries the following charge in e: -0.428, -0.452, -0.631, -0.063, -0.329, -0.198, -0.483, 0.228, 0.243, 0.206, 0.445, 0.206, 0.245, 0.232, 0.217, 0.022, 0.276, 0.235, 0.215, 0.225, 0.215, -0.023, 0.437, -1.041


A structure of composition C33H27BaI2NO2 at a distorted geometry. Source: the OMol25 dataset; level of theory: ωB97M-V/def2-TZVPD.

```
66
Properties=species:S:1:pos:R:3
Ba -0.1791 -0.8488 1.9834
O -1.9065 0.3961 1.7051
C -2.8608 0.6441 0.7119
C -2.9928 -0.6840 -0.1263
C -1.7713 -0.9678 -1.0262
C -1.8008 -0.5767 -2.3555
C -0.6610 -0.7166 -3.1231
C 0.4796 -1.2668 -2.5608
C 0.4498 -1.6835 -1.2422
C 1.7004 -2.3668 -0.6451
C 2.5888 -1.4984 0.2934
O 1.8702 -1.3058 1.4782
C 2.9009 -0.1428 -0.3788
C 2.6404 1.0537 0.2751
C 2.9440 2.2810 -0.3161
C 3.5159 2.3289 -1.5769
C 3.8001 1.1337 -2.2355
C 3.5021 -0.0796 -1.6371
C 3.9300 -2.1737 0.6068
C 4.6202 -1.7120 1.7300
C 5.8532 -2.2356 2.0730
C 6.4275 -3.2473 1.3017
C 5.7511 -3.7189 0.1908
C 4.5099 -3.1793 -0.1547
N -0.6679 -1.5313 -0.4897
C -2.3874 1.7367 -0.2559
C -1.0460 2.1069 -0.3089
C -0.5817 2.9810 -1.2901
C -1.4583 3.5166 -2.2246
C -2.8063 3.1766 -2.1607
C -3.2594 2.2973 -1.1867
C -4.1788 1.0364 1.3797
C -4.2500 2.2783 2.0149
C -5.3816 2.6681 2.7061
C -6.4858 1.8179 2.7828
C -6.4316 0.5829 2.1600
C -5.2836 0.2000 1.4611
H -3.8690 -0.6437 -0.7785
H -3.1415 -1.5147 0.5699
H -2.7028 -0.1404 -2.7621
H -0.6556 -0.3930 -4.1572
H 1.3881 -1.3895 -3.1341
H 2.2627 -2.7463 -1.4987
H 1.3866 -3.2328 -0.0576
H 2.2243 1.0223 1.2736
H 2.7360 3.2016 0.2178
H 3.7535 3.2792 -2.0398
H 4.2661 1.1505 -3.2140
H 3.7654 -0.9997 -2.1523
H 4.1613 -0.9412 2.3362
H 6.3751 -1.8645 2.9480
H 7.3916 -3.6627 1.5713
H 6.1790 -4.5104 -0.4134
H 4.0012 -3.5717 -1.0268
H -0.3371 1.7167 0.4162
H 0.4712 3.2337 -1.3236
H -1.0988 4.1975 -2.9872
H -3.5076 3.5982 -2.8717
H -4.3138 2.0382 -1.1458
H -3.3922 2.9413 1.9685
H -5.4116 3.6362 3.1930
H -7.3753 2.1201 3.3228
H -7.2782 -0.0916 2.2126
H -5.2617 -0.7754 0.9882
I -1.5034 -3.5751 3.2771
I -1.6070 -4.3830 5.7084
```

Kohn-Sham gap	0.2325	Ha

In the Mulliken picture, each atom carries the following charge in e: 2.027, -1.263, 3.314, -1.889, 0.266, -0.423, -1.079, -0.211, 0.385, -1.343, 2.100, -1.335, -0.565, 0.207, -1.074, -0.274, -0.996, -0.198, -0.182, -0.396, -0.802, -0.375, -0.985, -0.006, -0.617, -0.597, -0.134, -0.497, -0.547, -0.905, -0.281, -0.429, -0.382, -0.761, -0.389, -0.887, -0.103, 0.512, 0.595, 0.440, 0.420, 0.412, 0.416, 0.557, 0.698, 0.396, 0.428, 0.438, 0.528, 0.366, 0.382, 0.390, 0.408, 0.356, 0.291, 0.293, 0.446, 0.396, 0.451, 0.404, 0.368, 0.399, 0.394, 0.348, 0.174, -0.078